[1]
Here is C5H14N2O2 as an isolated structure at a distorted geometry from the OMol25 dataset. Energies are from ωB97M-V with the def2-TZVPD basis set.

Properties
Total charge: 0
Frontier orbital gap in eV: 7.491

Last column: Löwdin charge in e.
CARTESIAN COORDINATES (ANGSTROEM)
1 H -0.595 -0.831 1.579  0.11
2 H 1.628 1.256 -0.960  0.08
3 N 0.746 1.717 -0.769  0.06
4 H 0.951 2.709 -0.639  0.09
5 H 0.595 1.012 2.290  0.09
6 C 0.281 -0.982 -0.410  -0.41
7 C -0.034 -1.081 -1.868  -0.01
8 H -0.860 3.003 0.952  0.09
9 H 1.787 -1.183 0.949  0.11
10 N 1.511 -1.367 -0.005  0.16
11 O -1.292 -2.679 0.414  -0.29
12 H 2.255 -1.420 -0.682  0.11
13 H -1.841 1.920 -0.058  0.09
14 C -0.779 -0.838 0.516  -0.06
15 H -0.395 -0.123 -2.244  0.08
16 O 1.070 1.130 1.458  -0.04
17 H 0.831 -1.377 -2.466  0.08
18 H -0.822 -1.820 -2.015  0.09
19 C 0.122 1.164 0.384  -0.52
20 H -1.751 -0.562 0.149  0.11
21 H -0.707 -3.164 1.015  -0.03
22 H -1.587 1.565 1.658  0.08
23 C -1.114 1.952 0.752  -0.06

---

[2]
Here is a 3-piece molecular cluster, C5H14N2O3 overall at a distorted geometry from the OMol25 dataset. Energies are from ωB97M-V with the def2-TZVPD basis set.

Properties
Total charge: -1
Multiplicity: 2
Frontier orbital gap (spin up / spin down) in eV: 2.936 / 6.654
<S²>: 0.75

Last column: Löwdin spin population.
CARTESIAN COORDINATES (ANGSTROEM)
1 H -0.694 -2.199 -0.966  0.01
2 H -2.399 0.002 -2.859  0.01
3 C 1.236 -2.539 1.135  0.37
4 H 1.470 1.321 1.275  0.00
5 H 0.492 -0.605 2.687  0.01
6 N -0.486 2.914 -0.093  0.00
7 C 0.082 -0.371 1.687  0.02
8 H -1.623 1.432 0.630  0.00
9 C 0.434 -1.308 0.546  0.07
10 H -1.298 -0.822 -0.257  0.01
11 H 2.455 -0.720 -1.461  0.00
12 N -0.856 -1.721 -0.092  0.05
13 H 1.802 0.658 -1.671  0.00
14 H -2.300 0.757 -1.544  0.01
15 H 1.039 -0.777 -0.170  0.01
16 C 0.398 1.073 1.297  0.00
17 O 1.944 -0.202 -2.094  0.01
18 H -0.979 -0.427 1.925  0.00
19 H 1.067 -2.574 2.215  0.05
20 H -1.212 3.319 -0.647  0.00
21 O -2.457 0.896 -2.486  0.02
22 H 0.408 3.351 -0.210  0.00
23 O 2.052 -3.213 0.463  0.32
24 C -0.576 1.754 0.688  0.01

---

[3]
Here is C5H14N2S in the gas phase at a distorted geometry from the OMol25 dataset. Energies are from ωB97M-V with the def2-TZVPD basis set.

Properties
Total charge: 0
Frontier orbital gap in eV: 9.259
Structure (SMILES): CCN[C@@H](CN)CS

Last column: Löwdin charge in e.
CARTESIAN COORDINATES (ANGSTROEM)
1 C 0.078 -0.084 0.092  -0.40
2 H 0.261 -0.964 -3.119  0.12
3 H 1.979 2.639 -0.163  -0.13
4 H -0.574 0.711 -0.399  0.13
5 H -2.596 -0.188 1.546  0.08
6 H 2.119 0.536 -0.380  0.09
7 H 1.349 -1.364 -1.101  0.10
8 C -0.727 -0.850 1.186  -0.28
9 H -2.464 -1.726 -1.847  0.06
10 C -0.388 -0.946 -2.175  -0.31
11 H -1.168 -1.711 0.618  0.11
12 H 1.851 -0.060 1.379  0.06
13 H -1.777 -1.889 -3.578  0.09
14 N 0.375 -1.140 -0.920  -0.07
15 H -1.381 0.536 2.488  0.06
16 N -1.725 -0.343 2.104  0.00
17 S 1.289 2.336 0.973  0.67
18 H -1.319 -2.928 -2.091  0.07
19 C 1.455 0.555 0.580  -0.52
20 C -1.548 -1.905 -2.454  -0.13
21 H 0.098 -1.291 1.750  0.10
22 H -0.769 0.084 -2.329  0.10

---

[4]
Here is an isolated ion of composition C5H14N3 and charge +1 at a distorted geometry from the OMol25 dataset. Energies are from ωB97M-V with the def2-TZVPD basis set.

Properties
Total charge: +1
Frontier orbital gap in eV: 11.106
Structure (SMILES): CN/C(=[NH+]/C)N(C)C

Last column: Löwdin charge in e.
CARTESIAN COORDINATES (ANGSTROEM)
1 H 1.129 1.646 0.849  0.12
2 C 0.205 0.148 -0.137  -0.30
3 C -0.542 -2.050 0.842  0.03
4 H -0.779 1.685 2.618  0.10
5 H 0.094 -2.805 0.460  0.09
6 H -1.290 -0.856 -2.236  0.10
7 N 0.643 0.691 -1.246  0.05
8 N 0.432 0.941 0.999  0.03
9 C -0.102 0.878 2.289  -0.08
10 H 2.303 2.175 -1.058  0.12
11 H -1.542 -2.396 0.925  0.09
12 H -0.548 -2.426 -1.777  0.14
13 H 0.814 0.829 2.995  0.13
14 C -1.123 -1.509 -1.358  -0.06
15 H -0.622 -0.117 2.334  0.07
16 N -0.442 -0.986 -0.221  -0.12
17 C 1.234 2.004 -1.412  -0.07
18 H 1.414 2.323 -2.412  0.08
19 H -2.089 -1.940 -1.087  0.10
20 H -0.188 -1.561 1.778  0.08
21 H 0.246 0.464 -2.199  0.18
22 H 0.754 2.862 -0.946  0.09

---

[5]
Here is an isolated ion of composition C5H14N3 and charge +1 at a distorted geometry from the OMol25 dataset. Energies are from ωB97M-V with the def2-TZVPD basis set.

Properties
Total charge: +1
Frontier orbital gap in eV: 11.364
Structure (SMILES): NCCCCNC=[NH2+]

Last column: Löwdin charge in e.
CARTESIAN COORDINATES (ANGSTROEM)
1 H -1.211 0.105 2.259  0.12
2 N 0.839 -1.240 1.094  0.06
3 C -1.272 0.082 1.166  -0.16
4 H 0.472 1.300 0.737  0.10
5 N 1.661 -0.603 -0.959  0.19
6 H -0.668 -1.377 -0.348  0.11
7 C -0.612 1.369 0.639  -0.20
8 N -0.683 0.723 -1.753  -0.01
9 H 2.420 -0.612 -1.618  0.13
10 C -1.015 1.800 -0.765  -0.23
11 H -0.970 2.155 1.312  0.12
12 H 2.821 -1.346 0.602  0.16
13 H -1.097 -2.071 1.127  0.13
14 H -2.323 -0.035 0.893  0.12
15 H -2.036 2.188 -0.819  0.12
16 C -0.559 -1.211 0.719  -0.17
17 C 1.834 -1.087 0.241  -0.13
18 H -0.719 1.145 -2.668  0.09
19 H 0.778 -0.198 -1.312  0.06
20 H -1.509 0.129 -1.751  0.09
21 H -0.353 2.636 -1.003  0.12
22 H 1.210 -1.566 1.979  0.17

---

[6]
Here is an isolated ion of composition C5H14N3O and charge +1 at a distorted geometry from the OMol25 dataset. Energies are from ωB97M-V with the def2-TZVPD basis set.

Properties
Total charge: +1
Frontier orbital gap in eV: 10.610
Structure (SMILES): CN[C@](C)([NH2+]C)C(N)=O

Last column: Löwdin charge in e.
CARTESIAN COORDINATES (ANGSTROEM)
1 H 1.325 -0.846 -0.673  0.12
2 C -0.938 -0.016 -1.553  0.00
3 N -0.072 1.453 0.213  0.05
4 C -1.533 -0.430 0.883  -0.48
5 H -1.966 -2.116 -0.172  0.10
6 C 1.050 -1.439 1.220  -0.07
7 O -1.557 0.203 1.905  0.08
8 H 0.389 -0.925 1.976  0.11
9 H 2.097 -1.376 1.349  0.08
10 H 1.302 1.816 -1.291  0.07
11 C -0.460 -0.086 -0.181  -0.44
12 N -2.197 -1.582 0.622  0.24
13 H -1.096 -0.918 -2.104  0.11
14 H 2.022 1.523 0.277  0.11
15 N 0.597 -0.979 -0.027  -0.02
16 H -1.906 0.543 -1.589  0.13
17 H 1.226 3.051 -0.113  0.10
18 C 1.225 2.007 -0.282  0.01
19 H -2.789 -2.017 1.314  0.14
20 H -0.397 1.601 1.284  0.22
21 H 0.854 -2.504 1.386  0.10
22 H -0.218 0.532 -2.064  0.07
23 H -0.863 1.971 -0.303  0.19

---

[7]
Here is a 2-piece molecular cluster, C5H14N3O overall at a distorted geometry from the OMol25 dataset. Energies are from ωB97M-V with the def2-TZVPD basis set.

Properties
Total charge: +1
Frontier orbital gap in eV: 9.007

Last column: Löwdin charge in e.
CARTESIAN COORDINATES (ANGSTROEM)
1 C 1.371 -1.827 1.941  -0.18
2 C 0.647 -0.950 1.008  -0.08
3 H -0.925 -1.950 1.324  0.16
4 H -1.803 3.537 -0.951  0.10
5 O -1.071 1.565 0.795  -0.05
6 H -1.154 3.503 -2.472  0.08
7 H 0.864 -2.188 2.718  0.08
8 H 2.260 -1.466 2.496  0.15
9 N -1.098 0.973 -2.625  0.16
10 N -0.562 -1.136 0.882  0.24
11 H 1.924 -3.858 1.579  0.08
12 H 1.133 -0.201 0.507  0.13
13 C -0.971 3.105 -1.519  0.01
14 H -1.213 -0.041 -2.600  0.13
15 H -1.185 2.531 0.790  0.10
16 H 2.675 -2.631 0.572  0.10
17 H -0.827 1.470 -3.461  0.11
18 C 1.769 -2.969 1.062  -0.06
19 H -1.028 -0.292 0.518  0.07
20 H 1.039 -3.110 0.293  0.08
21 C -0.975 1.639 -1.460  -0.47
22 N -0.862 0.932 -0.425  -0.05
23 H -0.007 3.361 -0.972  0.14

---

[8]
Here is a 3-piece molecular cluster, C5H14N4 overall at a distorted geometry from the OMol25 dataset. Energies are from ωB97M-V with the def2-TZVPD basis set.

Properties
Total charge: 0
Frontier orbital gap (spin up / spin down) in eV: 8.410 / 6.705

Last column: Löwdin charge in e.
CARTESIAN COORDINATES (ANGSTROEM)
1 C -1.194 2.581 0.859  -0.19
2 H 0.481 -1.055 1.326  0.13
3 H -0.869 1.014 2.382  0.05
4 H 1.038 0.171 -2.665  0.03
5 H -1.409 -1.637 -1.256  0.07
6 H -1.633 3.380 1.479  0.07
7 C 0.497 -0.272 0.561  -0.39
8 N 2.027 -2.425 -1.109  0.06
9 H 1.519 -3.111 -0.576  0.07
10 H 2.702 -2.812 -1.767  0.09
11 H -0.130 2.816 0.762  0.05
12 N 1.651 -0.632 -2.525  0.07
13 N -0.510 -0.057 -0.245  -0.07
14 H -1.654 2.651 -0.129  0.06
15 H -1.532 -1.787 0.516  0.08
16 C -1.540 -1.081 -0.326  -0.14
17 H -2.394 0.811 1.420  0.05
18 C -1.400 1.239 1.463  -0.11
19 H 1.671 1.206 -0.118  0.10
20 C 1.337 -1.315 -1.511  -0.36
21 H -2.522 -0.605 -0.367  0.07
22 N 1.510 0.632 0.699  0.11
23 H 2.355 0.288 1.128  0.10

---

[9]
Here is a 2-piece molecular cluster, C5H14N4O overall at a distorted geometry from the OMol25 dataset. Energies are from ωB97M-V with the def2-TZVPD basis set.

Properties
Total charge: +2
Frontier orbital gap in eV: 9.456

Last column: Löwdin charge in e.
CARTESIAN COORDINATES (ANGSTROEM)
1 H 2.066 2.780 0.091  0.27
2 H -0.285 -2.094 0.087  0.11
3 N -2.111 0.815 -0.113  0.10
4 C -0.918 1.086 0.115  -0.21
5 H 1.244 -3.340 0.040  0.11
6 H -0.292 3.008 0.647  0.17
7 H -4.819 -0.925 -0.550  0.19
8 H -4.065 -1.757 0.732  0.19
9 H 2.675 -0.701 -0.956  0.08
10 N -3.883 -1.293 -0.224  0.28
11 O 1.602 -2.535 0.313  0.13
12 C 1.851 0.698 0.543  -0.24
13 N 1.338 1.966 -0.195  0.10
14 C 0.696 -0.295 0.380  0.05
15 C 0.670 -1.660 0.163  -0.21
16 H -3.545 -2.090 -0.747  0.14
17 H 3.632 -0.495 0.387  0.09
18 H -3.149 -0.626 0.005  0.03
19 C 3.000 0.017 -0.248  0.01
20 H -2.659 1.726 -0.185  0.14
21 H 3.506 0.817 -0.692  0.08
22 N -0.113 2.209 0.032  0.07
23 H 1.547 1.705 -1.158  0.17
24 H 2.012 0.982 1.533  0.13

---

[10]
Here is an isolated ion of composition C5H14N4O2P and charge +1 at a distorted geometry from the OMol25 dataset. Energies are from ωB97M-V with the def2-TZVPD basis set.

Properties
Total charge: +1
Frontier orbital gap in eV: 9.838
Structure (SMILES): C=CN/C(O)=N/[PH]1(O)NCC[NH2+]1

Last column: Löwdin charge in e.
CARTESIAN COORDINATES (ANGSTROEM)
1 C 0.376 -2.490 -0.936  -0.28
2 N -0.505 2.156 2.141  0.12
3 H 1.276 -3.132 -1.326  0.16
4 N 0.538 -1.812 0.276  -0.07
5 H 1.873 2.003 -1.224  0.13
6 H 0.180 -1.650 -2.909  0.10
7 O 1.450 1.354 2.512  0.17
8 H 1.192 0.266 -2.634  0.16
9 H -2.906 3.281 2.557  0.06
10 O 2.404 1.309 -0.708  -0.22
11 C 0.023 -1.403 -1.910  -0.25
12 P 1.542 0.058 -0.313  0.57
13 H 2.154 0.896 2.017  0.12
14 C -1.690 2.118 1.314  -0.14
15 C -2.812 2.706 1.676  0.05
16 H 0.968 -2.355 1.066  0.15
17 C 0.469 1.447 1.679  -0.55
18 H -1.567 1.417 0.409  0.13
19 H -0.524 -3.298 -0.848  0.17
20 N 0.322 0.730 0.542  -0.06
21 H -0.403 -1.641 0.650  0.13
22 H -3.569 2.603 1.002  0.03
23 H 2.780 -0.651 0.045  0.10
24 N 0.876 -0.246 -1.770  -0.12
25 H -0.431 2.603 3.060  0.19
26 H -1.066 -1.222 -1.808  0.13

---

[11]
Here is a 2-piece molecular cluster, C5H14N7 overall at a distorted geometry from the OMol25 dataset. Energies are from ωB97M-V with the def2-TZVPD basis set.

Properties
Total charge: +1
Frontier orbital gap in eV: 9.492

Last column: Löwdin charge in e.
CARTESIAN COORDINATES (ANGSTROEM)
1 N 2.126 -0.458 -0.107  0.15
2 C 1.409 -1.692 0.044  -0.57
3 H 3.201 1.047 1.608  0.15
4 H 0.715 -3.317 -0.911  0.15
5 H 0.424 -2.642 1.517  0.08
6 C -0.358 0.896 -1.037  -0.52
7 N -1.448 1.619 -1.146  0.14
8 H -0.556 -0.008 -2.734  0.07
9 H -1.643 2.292 -0.405  0.11
10 H 3.209 -0.496 -0.011  0.21
11 H 0.098 2.078 0.657  0.17
12 C -2.272 -0.672 0.537  -0.11
13 H -1.857 1.866 -2.058  0.15
14 H -2.853 -1.419 -0.063  0.08
15 H 2.213 2.391 1.462  0.13
16 N 2.435 1.489 1.087  0.22
17 N 0.038 0.096 -1.947  0.14
18 N 1.121 -1.933 1.243  0.14
19 H -1.371 -1.174 0.957  0.04
20 H -2.109 0.820 1.791  0.02
21 H 0.880 -1.754 -1.864  0.06
22 C 1.663 0.735 0.333  -0.36
23 H -3.701 0.903 0.833  0.09
24 C -2.740 0.403 1.096  -0.10
25 N 0.412 1.237 0.160  0.20
26 N 0.965 -2.309 -1.042  0.15

---

What did the first record say?
Here is C5H14N2O2 as an isolated structure at a distorted geometry from the OMol25 dataset. Energies are from ωB97M-V with the def2-TZVPD basis set.

Properties
Total charge: 0
Frontier orbital gap in eV: 7.491

Last column: Löwdin charge in e.
CARTESIAN COORDINATES (ANGSTROEM)
1 H -0.595 -0.831 1.579  0.11
2 H 1.628 1.256 -0.960  0.08
3 N 0.746 1.717 -0.769  0.06
4 H 0.951 2.709 -0.639  0.09
5 H 0.595 1.012 2.290  0.09
6 C 0.281 -0.982 -0.410  -0.41
7 C -0.034 -1.081 -1.868  -0.01
8 H -0.860 3.003 0.952  0.09
9 H 1.787 -1.183 0.949  0.11
10 N 1.511 -1.367 -0.005  0.16
11 O -1.292 -2.679 0.414  -0.29
12 H 2.255 -1.420 -0.682  0.11
13 H -1.841 1.920 -0.058  0.09
14 C -0.779 -0.838 0.516  -0.06
15 H -0.395 -0.123 -2.244  0.08
16 O 1.070 1.130 1.458  -0.04
17 H 0.831 -1.377 -2.466  0.08
18 H -0.822 -1.820 -2.015  0.09
19 C 0.122 1.164 0.384  -0.52
20 H -1.751 -0.562 0.149  0.11
21 H -0.707 -3.164 1.015  -0.03
22 H -1.587 1.565 1.658  0.08
23 C -1.114 1.952 0.752  -0.06

---

> Among the records above, which one has the lowest total charge?

C5H14N2O3

---

> Which of these has the highest total charge?

C5H14N4O

---

What did the sixth record say?
Here is an isolated ion of composition C5H14N3O and charge +1 at a distorted geometry from the OMol25 dataset. Energies are from ωB97M-V with the def2-TZVPD basis set.

Properties
Total charge: +1
Frontier orbital gap in eV: 10.610
Structure (SMILES): CN[C@](C)([NH2+]C)C(N)=O

Last column: Löwdin charge in e.
CARTESIAN COORDINATES (ANGSTROEM)
1 H 1.325 -0.846 -0.673  0.12
2 C -0.938 -0.016 -1.553  0.00
3 N -0.072 1.453 0.213  0.05
4 C -1.533 -0.430 0.883  -0.48
5 H -1.966 -2.116 -0.172  0.10
6 C 1.050 -1.439 1.220  -0.07
7 O -1.557 0.203 1.905  0.08
8 H 0.389 -0.925 1.976  0.11
9 H 2.097 -1.376 1.349  0.08
10 H 1.302 1.816 -1.291  0.07
11 C -0.460 -0.086 -0.181  -0.44
12 N -2.197 -1.582 0.622  0.24
13 H -1.096 -0.918 -2.104  0.11
14 H 2.022 1.523 0.277  0.11
15 N 0.597 -0.979 -0.027  -0.02
16 H -1.906 0.543 -1.589  0.13
17 H 1.226 3.051 -0.113  0.10
18 C 1.225 2.007 -0.282  0.01
19 H -2.789 -2.017 1.314  0.14
20 H -0.397 1.601 1.284  0.22
21 H 0.854 -2.504 1.386  0.10
22 H -0.218 0.532 -2.064  0.07
23 H -0.863 1.971 -0.303  0.19